*one*
Computed, not measured: a cluster of 2 separate species, C5H12NOS in total, with ωB97M-V/def2-TZVPD.

Geometry (Å):
C1 -2.33843 -1.94914 -0.41607
C2 -1.19205 -1.96924 -1.44133
S1 0.01039 -0.62602 -1.19575
N1 -3.03937 -0.66684 -0.36690
H1 -1.92373 -2.17505 0.57124
H2 -3.03589 -2.75611 -0.67584
H3 -1.65931 -1.85637 -2.42921
H4 -0.71287 -2.95118 -1.42643
H5 -3.82434 -0.65904 -1.00326
H6 -2.35455 0.03208 -0.65432
O1 3.49011 0.90688 1.42571
C3 2.45772 1.20867 0.87098
C4 1.12850 1.26965 1.54638
C5 0.22595 2.35862 0.96019
H7 2.46540 1.44733 -0.21053
H8 1.24768 1.36706 2.62468
H9 0.65262 0.30703 1.32039
H10 0.68738 3.34815 1.03740
H11 -0.76071 2.35304 1.41557
H12 0.08731 2.13934 -0.10022

Output
- net charge = -1
- E_HOMO (eV) = -2.820
- molecular weight (Da) = 134.224

Results of the Löwdin charge analysis, in e, for atoms 1 through 4: -0.417 -0.761 0.235 -0.053



*two*
Computed, not measured: the ion C5H12NOS with charge -1, with ωB97M-V/def2-TZVPD.

Geometry (Å):
C1 -0.67240 -0.28429 2.46530
N1 -0.37480 0.29444 1.09253
C2 -0.45064 -0.43431 -0.24684
C3 0.46898 0.25032 -1.16395
C4 1.94050 -0.14876 -0.79413
S1 3.10168 0.37935 -2.19557
C5 -2.04429 -0.12387 -0.66952
O1 -2.42995 0.90689 -0.02311
H1 -1.67124 0.07022 2.72711
H2 -0.00190 0.41346 3.12241
H3 -0.33542 -1.35648 2.66655
H4 -1.02334 1.18933 1.05069
H5 -0.36762 -1.52325 -0.25216
H6 0.33566 0.05662 -2.28585
H7 -0.00288 1.29958 -1.25626
H8 2.07294 -1.15323 -0.57688
H9 1.99168 0.39501 0.17406
H10 4.21531 0.74036 -1.61058
H11 -2.62938 -0.98510 -0.40392
H12 -2.12289 0.01370 -1.81989

Output
- net charge = -1
- E_HOMO (eV) = -2.728
- molecular weight (Da) = 134.224

Results of the Löwdin charge analysis, in e, for atoms 1 through 4: -0.149 -0.140 -0.351 -0.318



Energetically preferred structure: *one* | next structure: +335.7 kJ/mol



*one*
Computed, not measured: the molecule C5H8OS, with ωB97M-V/def2-TZVPD.

Geometry (Å):
C1 -0.96827 0.76472 1.51635
C2 -0.18986 0.15613 0.39512
C3 1.28674 0.12652 0.65180
C4 -0.81470 -0.33161 -0.69393
C5 -0.18401 -0.99083 -1.90114
H1 -0.92698 1.89104 1.55185
H2 -2.01033 0.44029 1.39051
H3 -0.55978 0.37066 2.48084
H4 1.84403 -0.36866 -0.22182
H5 1.48533 -0.43999 1.53579
H6 1.73608 1.12179 0.85834
H7 -1.92552 -0.55837 -0.66913
H8 1.19864 0.39525 -1.82431
O1 0.92753 -0.38274 -2.34052
S1 -0.89889 -2.19421 -2.72976

Output
- net charge = 0
- E_HOMO (eV) = -8.631
- molecular weight (Da) = 116.185

Results of the Löwdin charge analysis, in e, for atoms 1 through 4: -0.070 -0.352 -0.059 -0.087



*two*
Computed, not measured: the molecule C5H8OS, with ωB97M-V/def2-TZVPD.

Geometry (Å):
C1 1.63089 -0.45281 -1.93792
C2 0.70984 0.07072 -1.12902
C3 -0.73858 -0.27956 -1.32019
C4 -1.32375 -0.77214 0.01173
C5 0.77866 0.46705 1.18076
H1 2.67058 -0.17823 -1.80683
H2 1.42335 -1.28209 -2.65213
H3 -0.85006 -1.05051 -2.02166
H4 -1.30612 0.58842 -1.68569
H5 -2.45073 -0.82613 0.07670
H6 -0.92172 -1.79077 0.12432
H7 1.10290 1.23280 1.84424
H8 1.45685 -0.40899 1.34567
O1 0.95131 0.98765 -0.10805
S1 -0.94237 0.10092 1.55048

Output
- net charge = 0
- E_HOMO (eV) = -8.770
- molecular weight (Da) = 116.185

Results of the Löwdin charge analysis, in e, for atoms 1 through 4: 0.086 -0.382 -0.182 -0.486



Energetically preferred structure: *one* | next structure: +24.5 kJ/mol



*one*
Computed, not measured: the molecule C5H7Cl, with ωB97M-V/def2-TZVPD.

Geometry (Å):
C1 -2.09370 0.74265 -0.50410
C2 -0.78297 0.08541 -0.44730
C3 0.31670 0.54619 0.15614
C4 1.64441 -0.03263 0.47181
C5 2.01924 -1.31562 0.63517
H1 -2.89321 0.13788 -0.08551
H2 -1.98680 1.78272 -0.03953
H3 -2.40306 0.91483 -1.52905
H4 0.19214 1.58286 0.53869
H5 2.37893 0.73669 0.64450
H6 1.36456 -2.15548 0.45021
H7 2.96884 -1.58647 1.01706
Cl1 -0.72507 -1.43905 -1.30810

Output
- net charge = 0
- E_HOMO (eV) = -8.733
- molecular weight (Da) = 102.564

Results of the Löwdin charge analysis, in e, for atoms 1 through 4: -0.141 -0.720 -0.156 -0.174



*two*
Computed, not measured: a cluster of 2 separate species, C5H7Cl in total, with ωB97M-V/def2-TZVPD.

Geometry (Å):
C1 -0.07584 -2.18501 0.13103
C2 1.99994 1.75217 -0.09054
C3 -0.42394 -0.95031 0.12043
C4 2.08681 0.44412 -0.02245
C5 -1.35195 0.14832 0.16467
Cl1 3.13486 -0.82419 -0.51680
H1 -0.74063 -3.00084 0.13825
H2 0.97211 -2.46763 -0.27926
H3 2.82777 2.37754 -0.46379
H4 1.15726 2.12089 0.31043
H5 -1.72381 0.28892 -0.81908
H6 -0.78729 1.02738 0.41334
H7 -2.22364 -0.06262 0.66635

Output
- net charge = 0
- E_HOMO (alpha / beta) (eV) = -8.591 / -7.752
- molecular weight (Da) = 102.564

Results of the Löwdin charge analysis, in e, for atoms 1 through 4: -0.050 -0.095 -0.123 -0.575



*three*
Computed, not measured: a structure of composition C5H7Cl, with ωB97M-V/def2-TZVPD.

Geometry (Å):
C1 1.19755 -1.80654 0.27162
C2 1.91535 -1.05717 -0.53128
C3 0.92805 -0.34762 0.37828
C4 -1.29626 1.53744 0.17058
C5 -0.78759 0.23537 -0.29924
Cl1 -2.03899 -1.00298 -0.06271
H1 0.89047 -2.78315 0.70717
H2 2.60223 -0.82911 -1.24934
H3 1.12159 0.22510 1.27974
H4 -1.41285 1.49459 1.30982
H5 -2.14063 1.87336 -0.40981
H6 -0.50889 2.36592 -0.16342
H7 -0.47004 0.09479 -1.40141

Output
- net charge = 0
- E_HOMO (eV) = -8.689
- molecular weight (Da) = 102.564

Results of the Löwdin charge analysis, in e, for atoms 1 through 4: -0.052 0.003 -0.184 -0.216



Energetically preferred structure: *one* | next structure: +287.6 kJ/mol



*one*
Computed, not measured: a cluster of 2 separate species, C4H8NO5P in total, with ωB97M-V/def2-TZVPD.

Geometry (Å):
C1 -0.65211 2.01596 -0.18120
C2 1.70828 0.41951 0.94093
C3 -0.07348 -1.30581 -1.89333
C4 -0.71737 0.47515 -0.49306
N1 -1.04326 2.31128 1.10267
O1 -1.88724 -1.92715 0.77133
O2 -2.87500 0.41693 1.25458
O3 -0.10044 2.67412 -1.09356
O4 -3.03392 -0.70147 -1.14552
O5 -0.08591 0.16727 -1.62753
P1 -2.22905 -0.62268 0.10885
H1 1.65246 0.04745 1.95911
H2 1.33102 1.37403 0.65897
H3 1.67491 -0.35761 0.15186
H4 0.78333 -1.38825 -2.54586
H5 -1.06491 -1.65912 -2.24088
H6 0.07443 -1.90008 -0.96280
H7 -2.16674 1.16233 1.19129
H8 -0.92903 3.27854 1.22823

Output
- net charge = -2
- E_HOMO (alpha / beta) (eV) = -0.906 / 0.796
- molecular weight (Da) = 181.084

Results of the Löwdin charge analysis, in e, for atoms 1 through 4: -0.636 0.038 -0.079 -0.230



*two*
Computed, not measured: a cluster of 2 separate species, C4H8NO5P in total, with ωB97M-V/def2-TZVPD.

Geometry (Å):
C1 -1.04433 0.49336 -2.95302
C2 1.31176 0.99021 0.95852
C3 1.16152 -1.31753 0.38799
C4 0.57741 0.00161 0.20195
N1 -0.95682 1.64444 -2.81653
O1 -1.86102 -0.01582 1.84015
O2 -1.50303 1.63423 0.04030
O3 -1.23341 -0.68114 -3.18188
O4 -2.02871 -0.84802 -0.45900
O5 1.26026 -1.79101 1.81693
P1 -1.16461 0.12027 0.54040
H1 1.87872 0.58178 1.90054
H2 2.14985 1.40481 0.40032
H3 0.60782 1.75721 1.42327
H4 2.33676 -1.28249 0.06470
H5 0.58094 -2.13442 -0.16756
H6 -1.53918 -0.79996 -1.39727
H7 -1.10500 1.51484 -0.94739
H8 0.57107 -1.27238 2.34760

Output
- net charge = -2
- E_HOMO (eV) = 0.509
- molecular weight (Da) = 181.084

Results of the Löwdin charge analysis, in e, for atoms 1 through 4: -0.697 -0.243 -0.340 -0.485



Energetically preferred structure: *two* | next structure: +242.1 kJ/mol



*one*
Computed, not measured: a cluster of 2 separate species, C2H10N2 in total, with ωB97M-V/def2-TZVPD.

Geometry (Å):
C1 2.72587 -1.24600 -0.27968
C2 -2.56187 0.28725 -0.25307
H1 1.20886 0.08443 -0.30196
H2 2.97951 0.73986 0.54346
H3 3.36548 -1.71541 -1.10527
H4 3.04957 -1.56961 0.76992
H5 1.68432 -1.76807 -0.41106
H6 -1.90863 2.04865 0.39144
H7 -2.66835 1.27627 1.62468
H8 -2.90068 -0.72441 0.25449
H9 -3.54558 0.89396 -0.54721
H10 -1.93899 0.27565 -1.10167
N1 2.44751 0.22623 -0.44693
N2 -1.93702 1.19119 0.86287

Output
- net charge = 0
- E_HOMO (eV) = -9.409
- molecular weight (Da) = 62.116

Results of the Löwdin charge analysis, in e, for atoms 1 through 4: -0.304 -0.169 0.141 0.141



*two*
Computed, not measured: a cluster of 2 separate species, C2H10N2 in total, with ωB97M-V/def2-TZVPD.

Geometry (Å):
C1 -0.88353 1.59535 -1.07443
C2 1.26447 -0.41866 1.32377
H1 -0.48367 -0.38458 -0.70488
H2 -1.33870 -0.17505 -2.06879
H3 -1.01579 2.42831 -1.93897
H4 -1.69892 1.51096 -0.39624
H5 -0.05160 1.77232 -0.42146
H6 0.37405 -2.19028 0.40632
H7 0.34093 -1.84058 2.23641
H8 0.77272 0.48430 1.67067
H9 2.20551 -0.66393 1.88862
H10 1.72608 -0.25438 0.25328
N1 -0.58618 0.31377 -1.57553
N2 0.14100 -1.42052 1.22967

Output
- net charge = 0
- E_HOMO (eV) = -8.869
- molecular weight (Da) = 62.116

Results of the Löwdin charge analysis, in e, for atoms 1 through 4: -0.250 -0.251 0.075 0.053



Energetically preferred structure: *two* | next structure: +115.7 kJ/mol



*one*
Computed, not measured: a cluster of 2 separate species, C2H10N2 in total, with ωB97M-V/def2-TZVPD.

Geometry (Å):
C1 -0.60520 1.89913 -0.71094
C2 1.18228 -1.26016 -0.08995
H1 -0.53298 0.21183 0.41054
H2 -2.14706 0.79294 0.62969
H3 -1.24682 2.03878 -1.73049
H4 -0.58404 2.95967 -0.03022
H5 0.40227 1.42750 -0.73109
H6 -0.57752 -1.90175 0.96880
H7 0.95310 -1.45561 1.80660
H8 1.92505 -0.58775 -0.17764
H9 1.54583 -2.34917 0.01390
H10 0.77949 -1.31595 -1.28342
N1 -1.26752 0.76876 -0.11099
N2 0.17313 -1.22822 1.03521

Output
- net charge = 0
- E_HOMO (eV) = -8.107
- molecular weight (Da) = 62.116

Results of the Löwdin charge analysis, in e, for atoms 1 through 4: -0.263 -0.200 -0.031 0.128



*two*
Computed, not measured: a cluster of 2 separate species, C2H10N2 in total, with ωB97M-V/def2-TZVPD.

Geometry (Å):
N1 -2.74683 -0.06760 1.45596
H1 -3.49868 0.60109 1.31145
H2 -2.95264 -0.49084 2.36047
H3 -1.93650 0.49550 1.71367
C1 2.09288 -0.25277 -0.19632
C2 1.06855 -0.07144 -1.32015
N2 -0.27235 0.45027 -0.93067
H4 1.71220 0.24421 0.67061
H5 3.03356 0.23513 -0.42901
H6 2.18947 -1.26216 0.08989
H7 0.84322 -1.01730 -1.79495
H8 1.47615 0.52299 -2.12667
H9 -0.17652 0.98012 -0.07377
H10 -0.83252 -0.36720 -0.73052

Output
- net charge = 0
- E_HOMO (eV) = -9.178
- molecular weight (Da) = 62.116

Results of the Löwdin charge analysis, in e, for atoms 1 through 4: 0.003 0.010 0.008 -0.001



*three*
Computed, not measured: a cluster of 2 separate species, C2H10N2 in total, with ωB97M-V/def2-TZVPD.

Geometry (Å):
N1 0.82241 -2.34586 0.46276
C1 1.59660 -1.78852 -0.64594
H1 1.29046 -3.21556 0.74063
H2 0.90647 -1.70927 1.26299
H3 2.66995 -1.73705 -0.39719
H4 1.22507 -0.76381 -0.81490
H5 1.47905 -2.36379 -1.57967
N2 -1.86449 1.50332 0.84449
C2 -1.33801 2.10136 -0.40534
H6 -0.96296 1.24152 1.25846
H7 -2.23563 2.26183 1.42724
H8 -2.04315 2.00426 -1.24793
H9 -0.37948 1.63793 -0.69355
H10 -1.16630 3.17364 -0.21207

Output
- net charge = 0
- E_HOMO (eV) = -9.376
- molecular weight (Da) = 62.116

Results of the Löwdin charge analysis, in e, for atoms 1 through 4: -0.090 -0.214 0.057 0.056



Energetically preferred structure: *two* | next structure: +48.6 kJ/mol